# 1
Formula: C59H44F9LuO4P2
Source: the OMol25 dataset
Level of theory: wB97M-V/def2-TZVPD

The calculated total energy is -146734.880 eV. The total charge is -2. Its spin multiplicity is 1.

Structure (XYZ):
```
119
Properties=species:S:1:pos:R:3:forces:R:3:mulliken_charge:R:1
Lu 15.75071 8.45392 12.94482 -1.91 0.40 -0.68 1.51
C 20.65411 16.67894 17.19522 0.99 -0.02 0.12 -1.41
C 19.85389 15.67352 16.37480 0.26 -1.13 0.72 0.82
C 20.12814 15.38448 15.04225 -0.19 0.14 -1.25 -0.66
C 19.36144 14.45209 14.29456 1.05 0.29 -0.06 -0.70
C 18.41855 13.65792 14.89649 -0.71 0.03 1.35 -1.05
C 18.17347 13.85473 16.26890 1.81 2.10 -1.03 0.13
C 18.88134 14.85051 16.99068 -1.88 -0.18 -0.12 0.34
P 18.47597 15.08113 18.79677 2.36 -1.52 1.30 -0.53
C 17.16823 16.25225 19.10502 0.36 1.68 -1.42 0.62
C 17.69405 17.56273 19.32679 -1.75 -0.37 -0.07 -0.72
C 16.83952 18.66301 19.40389 -0.38 -1.22 0.73 -0.64
C 15.45610 18.43361 19.59238 -0.45 0.10 -1.26 -0.67
C 14.96050 17.17488 19.26015 -0.07 -0.06 0.71 -0.61
C 15.80706 16.13475 18.87438 -1.12 -0.76 0.79 1.22
C 15.06343 14.86574 18.47501 -0.26 0.76 -0.42 -1.32
C 17.96026 13.51785 19.57425 -1.78 0.08 0.56 0.69
C 16.97950 13.50173 20.62021 1.59 -0.34 -1.97 -1.13
C 16.66566 12.33321 21.27959 -0.19 1.50 0.54 -0.56
C 17.25070 11.10480 21.01474 0.04 -0.62 -0.47 -0.80
C 18.09914 11.05666 19.93606 -0.04 -0.17 0.85 -0.66
C 18.62721 12.26902 19.30102 0.24 -0.35 0.19 1.57
C 19.76810 12.15324 18.56725 0.02 -0.83 0.00 -2.00
H 21.66662 16.83642 16.76656 -0.64 0.08 -0.32 0.43
H 20.91863 16.31901 18.23070 -0.96 0.32 -0.97 0.40
H 20.13635 17.65869 17.22720 0.30 -0.49 0.24 0.23
H 20.92191 15.91195 14.47688 -0.48 -0.14 0.59 0.28
H 19.56760 14.31103 13.22845 0.08 0.14 0.36 0.36
H 17.83049 12.90218 14.38147 0.22 0.19 -0.18 0.63
H 17.36946 13.40354 16.75159 -0.98 -1.21 0.79 0.26
H 18.75054 17.70641 19.45786 0.32 -0.10 -0.25 0.51
H 17.32383 19.60674 19.37755 -0.10 1.01 0.41 0.43
H 14.68283 19.19733 19.79270 0.91 -0.09 0.03 0.30
H 13.90488 16.85920 19.38712 0.54 0.83 -0.26 0.33
H 15.70843 14.19260 17.94868 0.37 -0.64 0.11 -0.10
H 14.25614 15.11673 17.74339 0.40 -0.03 0.72 0.54
H 14.63031 14.40138 19.37753 0.21 -0.06 -0.54 0.35
H 16.47442 14.40793 20.91512 -0.09 0.22 0.00 0.44
H 15.94763 12.51016 22.01719 -1.07 -0.43 1.44 0.38
H 16.99754 10.24228 21.69105 0.28 0.66 -1.14 0.26
H 18.51968 10.09154 19.67262 0.29 0.16 -0.18 0.32
H 20.22746 11.19407 18.48082 0.20 -0.68 -0.03 0.38
H 20.35962 12.92502 18.17666 0.32 1.28 -0.54 0.39
O 15.95624 9.14550 10.98496 0.23 -0.23 0.82 -0.67
C 15.95744 9.19431 9.69964 -0.15 0.16 -1.29 -0.17
C 16.62877 8.44223 8.70808 -1.39 1.07 0.45 0.47
C 17.67656 7.46778 8.58658 -0.76 0.24 -1.21 -1.12
C 17.95602 7.03000 7.29781 -1.17 0.91 -0.79 -0.22
C 17.23830 7.52324 6.12338 1.51 -1.38 -0.39 -0.79
C 16.11938 8.36272 6.21794 1.03 1.36 3.91 -0.47
C 15.94047 8.90115 7.54233 -0.78 -0.82 -4.25 -0.13
P 14.80654 10.04820 8.43106 4.68 -1.18 3.30 1.05
C 15.33212 11.78985 8.45492 -0.91 1.19 0.33 0.48
C 14.61593 12.55247 7.50698 2.44 -0.57 0.86 -0.50
C 14.91631 13.92055 7.43411 -1.82 1.31 -1.66 -0.46
C 15.88732 14.52507 8.23623 -0.43 0.43 -0.59 -0.38
C 16.62674 13.69998 9.07592 1.18 1.53 1.12 -0.61
C 16.28455 12.43710 9.36020 -2.45 -3.82 -1.03 -0.18
C 13.10005 9.77293 8.43425 -0.96 -1.46 -1.77 0.95
C 12.69391 8.80360 7.46542 -0.76 -0.13 -0.65 -1.02
C 11.33943 8.41333 7.36570 1.87 -0.14 -0.10 -0.51
C 10.39558 8.93149 8.23636 -0.89 -1.29 0.25 -0.94
C 10.80490 9.83023 9.20798 0.42 1.48 0.46 -0.80
C 12.15788 10.29390 9.32108 -1.05 -0.87 -0.80 0.05
H 18.14220 7.05930 9.44925 0.37 -0.31 0.54 0.54
H 18.68912 6.23176 7.17457 0.05 0.36 -0.17 0.37
H 17.66748 7.32696 5.10814 -0.55 -0.23 1.03 0.22
H 15.56568 8.68281 5.36340 -0.29 0.22 -0.37 0.46
H 14.06213 11.91793 6.81039 -0.47 1.07 -0.07 0.38
H 14.28640 14.52396 6.67286 1.25 -0.74 1.47 0.22
H 16.02345 15.64003 8.29288 0.00 -1.37 -0.50 0.34
H 17.50655 14.00818 9.64228 -0.45 0.83 -0.01 0.40
H 16.60398 11.91144 10.27877 0.35 0.08 -0.99 0.40
H 13.42726 8.34265 6.74494 -0.76 0.71 1.02 0.16
H 11.10703 7.64053 6.63187 -0.18 0.24 0.22 0.39
H 9.39637 8.39261 8.23855 1.04 1.36 0.08 0.26
H 10.09315 10.32925 9.89466 0.50 -0.94 -0.29 0.86
H 13.33105 10.78820 11.15396 -0.58 -0.60 -0.03 0.51
O 13.89926 9.24815 13.20321 0.17 0.50 -0.22 -0.58
O 14.00251 7.94891 13.89250 0.18 -0.80 0.17 -0.70
F 17.46206 9.98335 16.66511 1.05 0.65 -0.62 -0.23
C 18.57393 9.79479 15.95901 1.85 -0.73 -0.02 0.49
F 19.25615 10.90953 15.56952 -1.78 -0.68 0.45 -0.24
F 19.48984 9.15277 16.75568 -0.81 -0.16 -0.19 -0.32
C 18.23973 8.90880 14.68190 -0.50 0.68 0.70 1.10
O 17.14408 9.45323 14.10373 1.75 0.04 0.47 -0.84
C 17.89595 7.44625 15.10763 -0.89 -2.14 -1.01 0.45
F 18.93503 6.56664 15.21841 -1.41 1.29 0.69 -0.26
F 17.13995 6.82459 13.99099 0.89 0.79 1.10 -0.36
F 17.00145 7.35532 16.09557 1.56 0.05 -0.45 -0.21
C 19.46120 8.81903 13.71347 1.65 -0.11 -1.84 0.53
F 20.64676 8.28785 14.18956 -1.75 0.89 -0.16 -0.28
F 19.11193 7.93575 12.65991 0.43 1.81 1.34 -0.27
F 19.78989 10.05348 13.18991 -0.80 -2.19 0.48 -0.19
C 12.51737 11.09618 10.47690 -0.22 1.58 1.52 -0.25
C 11.78890 12.14810 10.83488 -0.37 0.39 -1.09 -0.49
C 11.01276 13.23367 10.93319 -1.22 -1.08 0.40 0.93
C 11.50597 14.56866 11.26319 2.33 1.37 -1.05 0.20
C 12.89332 14.67860 11.56595 -0.62 1.33 0.20 -0.32
C 13.41179 15.89950 12.02055 0.42 -0.89 0.48 -0.88
C 12.61706 17.02851 11.95202 0.64 0.61 -0.43 -0.35
C 11.39000 17.01951 11.37481 -1.19 -2.77 -0.09 -0.93
C 10.78610 15.76878 11.11864 1.22 -0.22 0.36 -0.12
C 9.48872 13.14875 10.92359 0.76 -0.14 1.73 0.12
C 8.83907 12.56561 9.87300 1.24 -1.50 -1.85 0.00
C 7.44004 12.39723 9.86004 0.97 0.96 0.58 -1.14
C 6.76069 12.94963 10.91914 -0.94 1.04 1.41 -0.29
C 7.41451 13.51210 12.07156 -0.69 -0.11 -0.77 -0.64
C 8.77162 13.60848 12.07243 1.30 -1.38 -0.79 -0.19
H 13.52468 13.84641 11.32440 0.29 -0.49 0.65 0.38
H 14.40744 16.00147 12.50804 -0.67 -0.34 -0.84 0.40
H 13.00142 17.99465 12.15627 0.68 0.67 0.60 0.37
H 10.85914 17.88958 11.13183 -0.63 1.19 -0.05 0.44
H 9.79481 15.69369 10.76766 -1.03 0.17 -0.39 0.51
H 9.54690 12.10864 9.06642 -1.71 1.05 1.26 0.53
H 6.94617 11.92877 9.03263 -0.23 -0.11 -0.23 0.43
H 5.66727 13.06247 10.92565 0.41 -0.56 -0.15 0.32
H 6.86993 13.87678 12.95190 -0.09 -0.34 -0.56 0.36
H 9.39131 13.75555 12.95594 -0.42 0.68 -0.07 0.43
```
Positions in Å, forces in eV/Å.

---

# 2
Formula: C3H8N2O2
Source: the OMol25 dataset
Level of theory: wB97M-V/def2-TZVPD

Its structure (SMILES) is NCCNC(=O)O. Its energy relative to the best compared isomer or geometry (same formula, charge and spin) is 32.0 kcal per mole. Its spin multiplicity is 1.

Structure (XYZ):
```
15
Properties=species:S:1:pos:R:3:forces:R:3:mulliken_charge:R:1
N 1.40398 1.85548 -0.99824 3.04 -0.53 -1.04 -0.52
C 0.37339 0.85539 -1.04613 -1.24 2.82 1.39 -0.38
C 0.53965 -0.02382 0.12806 -2.30 -1.87 1.67 -0.34
N -0.43108 -1.21979 -0.07846 2.55 1.96 1.45 -0.23
C -1.27557 -1.65146 0.89151 2.45 3.62 -0.70 0.57
O -2.09141 -2.46156 0.69493 -2.75 -2.74 0.43 -0.53
O -1.13660 -0.86511 2.03353 -3.04 -1.99 1.01 -0.51
H 2.40075 1.59619 -0.78165 -1.83 -0.36 -0.50 0.21
H 1.33191 2.76886 -0.65435 -1.25 1.07 0.49 0.20
H -0.64939 1.37356 -1.08479 1.37 -0.61 0.39 0.26
H 0.36292 0.28681 -1.92313 0.53 -0.88 -1.69 0.28
H 0.14868 0.44316 1.11022 1.24 -0.54 -1.77 0.24
H 1.61878 -0.31584 0.18338 -1.00 -0.18 0.25 0.20
H -0.59373 -1.51170 -1.01275 -0.18 -0.52 -0.43 0.22
H -2.00229 -1.13016 2.53787 2.41 0.74 -0.96 0.34
```
Positions in Å, forces in eV/Å.